No. 1
Below is a structure of composition C57H43AsCaClF6GeN4O4 in a non-equilibrium geometry, with properties calculated with ωB97M-V/def2-TZVPD.

The geometry in XYZ format:
```
118
Properties=species:S:1:pos:R:3:forces:R:3
Ca 0.127185 -0.418357 -1.120006 -0.6 0.3 0.7
C -1.444257 3.892768 0.830672 0.0 -0.1 -0.1
C -1.408082 2.570372 0.276894 0.0 0.0 0.0
N -0.449616 1.723241 0.411173 0.1 0.1 0.0
C 0.754866 2.157420 1.116395 0.2 0.0 0.0
C 0.490347 3.279373 2.124521 0.0 -0.1 0.0
C -0.515459 4.199274 1.791547 0.0 0.0 0.1
C 1.179958 3.329056 3.331025 0.0 -0.1 0.0
C 1.853090 2.208217 3.811789 -0.1 0.0 0.0
C 1.874955 1.002908 3.112179 0.1 0.2 -0.1
C 1.353580 0.890618 1.803115 0.0 0.0 -0.2
N 1.223435 -0.205253 1.096829 0.4 -0.1 -0.1
C 1.659718 -1.467319 1.490352 -0.5 0.1 -0.1
C 2.864517 -1.782654 2.065961 0.2 -0.1 0.0
C 3.184689 -3.114880 2.420628 0.0 0.2 0.0
C 2.306449 -4.136234 2.210328 -0.1 0.0 0.0
C 1.074545 -3.868644 1.559613 0.0 -0.1 -0.1
C 0.135962 -4.877733 1.227929 0.1 0.0 0.1
C -1.015339 -4.551806 0.581242 -0.1 0.0 0.0
C -1.237650 -3.202368 0.215548 0.1 0.1 0.1
N -0.385911 -2.250311 0.494460 0.3 -0.4 0.2
C 0.758778 -2.554612 1.180323 -0.1 0.2 -0.1
H -2.263442 4.558205 0.589330 0.0 0.0 0.0
H -2.259228 2.211393 -0.305372 0.1 0.0 0.0
H -0.616298 5.099877 2.392299 0.0 0.0 0.0
H 1.077435 4.211845 3.955526 0.0 0.0 0.0
H 2.308505 2.249178 4.795545 0.0 0.0 0.0
H 2.252381 0.115419 3.598367 0.1 0.0 0.0
H 3.596389 -0.998286 2.208139 0.0 0.0 0.1
H 4.144900 -3.318193 2.880796 0.0 0.0 0.0
H 2.539390 -5.149982 2.517569 0.0 0.0 -0.1
H 0.356158 -5.908153 1.489835 0.0 0.0 0.0
H -1.750497 -5.303746 0.323372 0.0 0.0 0.0
H -2.141900 -2.895988 -0.303267 0.1 0.0 0.0
C -1.958196 2.623933 -3.642687 0.0 0.1 0.0
C -1.578277 3.887834 -3.224813 0.1 0.0 0.0
C -0.449356 4.022685 -2.431541 -0.1 0.1 -0.1
C 0.250699 2.887209 -2.041928 0.3 -0.2 0.0
N -0.120100 1.664251 -2.446369 -0.4 0.5 -0.1
C -1.194816 1.544905 -3.228443 0.2 -0.1 0.0
C 1.528933 3.073582 -1.253047 -0.2 -0.1 0.2
C 2.535460 3.706676 -1.987946 0.0 0.0 0.0
C 3.781929 3.967365 -1.454375 0.0 0.1 0.0
C 4.048513 3.587395 -0.149299 0.0 0.0 0.0
C 3.061632 2.973590 0.598486 0.0 0.0 0.0
C 1.789091 2.719190 0.085751 -0.2 0.0 -0.1
H -2.827245 2.470557 -4.269399 0.0 0.0 0.0
H -2.153069 4.761365 -3.511164 0.0 0.0 0.0
H -0.114223 4.992071 -2.087450 0.0 0.0 0.0
H -1.444489 0.531284 -3.524540 0.0 0.0 0.1
H 2.328009 3.961629 -3.020230 0.0 0.0 0.0
H 4.541296 4.449129 -2.058658 0.0 -0.1 0.0
H 5.026096 3.760572 0.287200 0.0 0.0 0.0
H 3.271197 2.687063 1.621941 0.0 0.0 0.0
Cl -0.709318 -7.262260 -4.507911 0.0 0.1 0.1
C -0.683859 -5.587977 -3.952000 -0.1 0.0 -0.1
C -1.734334 -4.725164 -4.312966 0.1 -0.1 0.0
C -1.724585 -3.417538 -3.910594 0.0 -0.1 0.0
C -0.666939 -2.872095 -3.106590 0.1 0.4 0.0
O -0.667766 -1.654016 -2.761655 -0.4 -0.8 -0.7
C 0.369823 -3.793302 -2.743048 0.2 0.0 0.0
C 1.499695 -3.383686 -1.928623 -0.1 0.1 -0.1
O 1.660481 -2.300294 -1.397398 0.0 -0.4 0.1
C 0.345676 -5.124100 -3.184695 0.1 0.0 0.1
H -2.548603 -5.109547 -4.916170 0.0 0.0 0.0
H -2.534576 -2.747483 -4.173198 0.0 0.0 0.0
H 2.277075 -4.159424 -1.788870 0.0 -0.1 0.0
H 1.164416 -5.782287 -2.908949 0.0 0.0 0.0
F 2.198773 0.259223 -1.692971 0.8 0.0 -0.9
As 3.084033 0.023474 -3.244406 0.4 0.6 0.0
F 2.237539 1.359636 -3.946205 -0.2 0.3 0.0
F 1.867876 -1.016048 -3.862619 -0.2 -0.2 0.2
F 3.986313 -0.152692 -4.716283 0.2 -0.1 -0.2
F 3.962535 -1.279834 -2.552478 0.0 -0.3 0.1
F 4.269071 1.127657 -2.645455 0.2 0.2 0.2
O -3.802099 -1.415839 -0.093936 0.0 0.0 -0.3
C -3.399991 -0.437667 -0.784247 0.3 -0.4 0.0
O -2.220103 -0.198830 -1.107161 -0.5 0.3 0.1
C -4.519213 0.528121 -1.139528 0.0 0.2 -0.1
C -5.008407 1.178202 0.159480 0.3 0.1 -0.3
Ge -4.826861 0.053769 1.743152 -0.4 0.0 0.7
C -3.282106 -0.860045 2.486200 0.4 0.0 -0.1
C -2.073938 -0.171869 2.625729 -0.1 -0.1 0.1
C -0.942970 -0.810304 3.116891 -0.2 0.0 0.3
C -1.007936 -2.148186 3.485250 -0.3 0.1 0.2
C -2.210602 -2.837161 3.373689 0.0 0.1 0.0
C -3.341070 -2.197497 2.872630 0.1 0.1 0.1
C -5.023136 1.419835 3.196132 -0.1 0.1 0.1
C -5.605278 1.129169 4.436134 0.0 0.1 -0.1
C -5.588059 2.041933 5.484804 0.0 0.0 -0.1
C -4.961090 3.272012 5.327362 0.0 0.0 0.0
C -4.347327 3.573318 4.119480 0.0 -0.1 0.0
C -4.379682 2.656549 3.071520 -0.2 0.0 0.1
C -6.418615 -1.083526 1.787574 -0.2 -0.2 -0.1
C -6.414795 -2.297684 1.090410 -0.1 -0.1 0.1
C -7.545375 -3.106824 1.061438 0.0 0.1 0.1
C -8.701813 -2.717361 1.727458 0.0 0.0 0.0
C -8.730497 -1.503500 2.401365 0.1 0.0 0.0
C -7.599477 -0.691900 2.423653 0.0 -0.1 -0.1
H -5.302680 -0.089098 -1.583810 -0.1 0.1 0.0
H -4.207473 1.288011 -1.859120 0.1 -0.1 -0.1
H -6.066070 1.443137 0.103468 0.0 0.0 0.1
H -4.462633 2.100293 0.366231 0.0 0.0 -0.2
H -1.998572 0.870459 2.328539 0.0 -0.1 0.0
H -0.007561 -0.265035 3.191324 -0.4 -0.2 0.2
H -0.118616 -2.656794 3.839621 0.0 0.0 0.1
H -2.266512 -3.880159 3.665669 0.0 0.0 0.0
H -4.267818 -2.751334 2.771948 0.0 0.0 0.0
H -6.073665 0.162343 4.593300 0.0 0.0 0.0
H -6.054317 1.789148 6.430712 0.0 0.0 0.0
H -4.937300 3.982404 6.145775 0.0 0.0 0.0
H -3.831168 4.517721 3.989128 0.0 0.0 0.0
H -3.868103 2.918718 2.151297 0.0 0.0 0.0
H -5.515944 -2.590548 0.555924 -0.1 0.0 0.1
H -7.525509 -4.042779 0.514985 0.0 0.0 0.0
H -9.579084 -3.354064 1.715890 0.0 0.0 0.0
H -9.634113 -1.186569 2.910186 0.0 0.0 0.0
H -7.641988 0.262256 2.937291 0.0 0.0 0.0
```
Positions in Å, forces in eV/Å.

Kohn-Sham gap (alpha / beta) in eV: 5.44 / 6.49
Lowest unoccupied orbital energy (alpha / beta) in eV: 4.04 / 3.79
Charge: -2
2S+1: 2
Relative energy (zero: lowest compared OMol25 entry of this formula, charge and spin) in kcal per mole: 17.9


No. 2
Below is the molecule C5H6O2S in a non-equilibrium geometry, with properties calculated with ωB97M-V/def2-TZVPD.

The geometry in XYZ format:
```
14
Properties=species:S:1:pos:R:3:forces:R:3
O 1.423000 1.968377 -1.630908 1.4 -8.2 4.4
C 1.541007 0.700301 -1.039825 -2.7 5.8 -5.7
C 0.240101 -0.153257 -0.932379 2.1 3.6 2.7
O 0.572841 -1.435419 -0.409210 -0.9 -0.6 -0.2
C 0.268069 -1.349297 0.926946 1.0 -4.3 0.9
C -0.149507 -0.168235 1.208307 -1.5 3.7 6.5
C -0.596434 0.750271 0.177681 -0.5 -5.1 -2.5
S -2.428809 0.711875 -0.104943 0.1 1.3 -0.4
H 2.403592 0.034909 -1.006259 1.0 0.9 0.4
H -0.164659 -0.297440 -1.857651 -1.3 0.0 -2.4
H 0.296360 -2.353328 1.645631 0.5 3.0 -2.3
H -0.203974 0.276057 2.267177 -0.4 -1.4 -1.4
H -0.347236 1.741493 0.350577 0.7 1.8 -0.4
H -2.854351 -0.426307 0.404856 0.4 -0.7 0.4
```
Positions in Å, forces in eV/Å.

Kohn-Sham gap in eV: 8.70
Lowest unoccupied orbital energy in eV: -0.49
Charge: 0
2S+1: 1
Relative energy (zero: lowest compared OMol25 entry of this formula, charge and spin) in kcal per mole: 99.9


No. 3
Below is a cluster of 8 separate species, C24H70N6O8 in total in a non-equilibrium geometry, with properties calculated with ωB97M-V/def2-TZVPD.

The geometry in XYZ format:
```
108
Properties=species:S:1:pos:R:3:forces:R:3
C -0.684723 -0.905870 -4.337351 0.2 0.0 -0.7
O 0.492380 -0.567792 -5.115510 -2.1 -0.1 1.3
C 0.206872 -0.385028 -6.477155 2.3 1.4 -0.1
C 1.182446 0.749482 -6.951559 -1.3 1.6 -1.8
C 0.884500 2.116467 -6.323412 -0.8 -0.6 1.6
N 0.940993 0.972881 -8.393591 1.0 -1.1 0.0
H -1.039664 -1.911269 -4.574901 0.6 -0.4 0.5
H -1.590210 -0.337883 -4.571195 0.4 0.8 -0.2
H -0.417899 -0.696092 -3.304626 -0.2 -0.6 0.2
H 0.353848 -1.354535 -6.961970 -0.1 0.2 -0.5
H -0.760162 0.058849 -6.727342 -0.4 -0.4 0.5
H 2.263755 0.628950 -6.878004 -0.1 -0.8 0.4
H 1.341269 2.979113 -6.802530 0.6 -0.4 0.0
H 1.106310 2.041733 -5.255197 0.4 0.4 0.0
H -0.179641 2.378486 -6.300025 -0.2 -0.4 -0.4
H 1.025924 0.037665 -8.777426 -0.3 0.3 -0.9
H 0.043130 1.378031 -8.618665 -0.2 -0.2 0.2
C -1.016533 2.069523 -2.592307 1.7 -1.3 -0.4
O -2.042745 1.484100 -1.841693 -0.1 0.2 -0.6
C -3.287289 1.989864 -2.313523 -0.5 0.2 0.8
C -4.412237 1.402741 -1.430676 -0.5 1.6 -0.4
C -5.761197 1.923022 -1.875795 -0.3 -0.2 -1.0
N -4.208143 1.932812 -0.036466 1.2 -1.5 -1.6
H -0.085267 1.499039 -2.483673 0.1 0.1 1.2
H -0.801892 3.109183 -2.345310 -0.3 0.1 -0.2
H -1.057815 1.834503 -3.663616 -1.1 0.9 -0.3
H -3.282197 3.081587 -2.216680 -0.1 0.1 0.2
H -3.388210 1.817050 -3.389594 -0.2 -0.5 0.0
H -4.315877 0.313160 -1.455770 -0.2 -0.1 -0.1
H -5.828207 3.008460 -1.796344 0.3 0.0 0.3
H -6.568041 1.491872 -1.283325 0.0 0.0 0.0
H -5.951973 1.720588 -2.934582 -0.1 -0.3 0.0
H -3.257710 1.551810 -0.071462 0.4 0.6 1.8
H -4.694066 1.256500 0.548178 -0.1 0.1 0.3
C 4.478350 -3.961127 0.710635 -1.1 -0.4 -0.1
O 4.750940 -2.576807 0.711835 0.8 0.0 0.3
C 5.670917 -2.144091 -0.269771 0.4 0.4 -0.7
C 5.725368 -0.599354 -0.296084 -0.2 -0.3 1.6
C 6.278723 0.002570 1.000356 1.7 -0.3 -0.2
N 4.375061 -0.068365 -0.436446 -0.8 -1.1 -1.1
H 5.229042 -4.620675 0.272555 0.3 0.4 -0.1
H 3.531613 -4.115307 0.183778 0.1 -0.1 -0.3
H 4.272161 -4.345628 1.710664 0.3 0.4 0.3
H 6.681641 -2.546537 -0.147039 0.0 -0.1 0.5
H 5.365095 -2.489755 -1.264647 -0.3 0.0 -0.1
H 6.361212 -0.274200 -1.121014 0.0 -0.1 0.0
H 6.483292 1.062659 0.849993 -0.4 0.1 0.1
H 7.267951 -0.426080 1.197364 0.1 -0.1 0.0
H 5.746902 -0.150209 1.938193 -0.6 -0.1 -0.4
H 4.079922 -0.359536 -1.370757 -0.1 0.7 -0.4
H 3.828611 -0.799278 0.023479 -0.1 0.4 0.7
C -1.784914 -1.384684 0.055640 -0.6 1.3 0.1
O -3.051633 -1.030761 0.666976 0.7 -0.6 -0.2
C -3.414466 -1.902239 1.742301 0.0 0.5 -0.2
C -4.876659 -1.528979 2.095013 -0.6 -1.5 0.0
C -5.549790 -2.441090 3.165416 1.7 1.0 0.0
N -5.664689 -1.704980 0.862351 0.5 0.0 -0.2
H -1.835658 -0.996653 -0.961809 -0.1 -0.3 -0.1
H -1.547217 -2.447956 0.065911 -0.2 -0.1 0.1
H -0.991526 -0.797990 0.520370 0.2 -0.4 0.2
H -3.342500 -2.914133 1.328866 -0.4 -0.3 0.3
H -2.659616 -1.822165 2.530461 -0.3 0.1 0.4
H -4.956176 -0.492070 2.425422 0.3 0.0 0.0
H -4.988718 -2.213188 4.074528 -0.5 -0.3 0.4
H -5.401002 -3.500864 2.954892 -0.1 0.0 -0.2
H -6.606156 -2.209069 3.274214 0.1 0.1 0.0
H -5.935283 -2.683237 0.861912 -0.3 0.0 -0.2
H -4.955250 -1.640766 0.136497 -0.5 0.3 -0.5
C 2.855276 -1.029153 3.502190 1.0 -0.2 1.3
O 2.013603 -1.690504 4.431163 -0.6 0.0 -0.6
C 0.930421 -0.905502 4.862349 0.1 -0.2 -0.8
C -0.050869 -1.816536 5.601752 1.2 1.0 0.1
C -1.061270 -0.895155 6.281306 -0.9 -0.8 -1.0
N 0.623715 -2.691172 6.573487 -0.3 0.5 0.1
H 3.215022 -1.773487 2.793771 -0.1 0.3 -0.3
H 3.687426 -0.701087 4.136127 0.4 0.2 -0.5
H 2.446283 -0.123773 3.049356 -0.4 -0.3 -0.2
H 1.278745 -0.010589 5.395903 0.1 -0.3 0.7
H 0.439571 -0.459978 3.988866 -0.2 -0.3 -0.2
H -0.456435 -2.494942 4.849869 -0.5 0.2 0.0
H -1.627183 -1.572065 6.921253 -0.1 0.7 0.6
H -1.758584 -0.468024 5.553990 -0.1 -0.4 -0.2
H -0.662596 0.026457 6.703785 0.4 -0.5 0.7
H 1.299942 -3.262498 6.081783 0.0 0.0 -0.1
H 1.171417 -2.083077 7.175238 0.0 -0.2 0.2
C 1.914399 3.406846 -0.244219 -1.3 0.4 1.0
O 1.162692 3.595283 0.970472 0.0 0.0 0.4
C 0.351058 2.479605 1.273235 0.9 -0.5 1.7
C -0.587152 2.663391 2.482098 -0.9 0.7 1.2
C 0.076837 3.127751 3.801408 0.7 -0.4 -1.0
N -1.292340 1.419134 2.793843 -0.2 -0.3 -1.0
H 2.644707 4.209898 -0.316751 -0.1 0.0 0.0
H 1.096314 3.534042 -0.955253 0.8 -0.4 -1.0
H 2.435879 2.447980 -0.245827 -0.2 -0.1 -0.3
H -0.172944 2.013422 0.432884 -0.2 0.5 -0.3
H 1.007116 1.692383 1.676045 0.3 -0.3 -0.4
H -1.405096 3.361668 2.288309 0.2 0.3 -0.4
H 0.721287 2.311431 4.143845 0.4 0.1 -0.1
H -0.582143 3.302484 4.649818 -0.5 0.2 -0.4
H 0.680934 4.007772 3.581865 0.1 0.0 0.3
H -0.688699 0.702554 3.178395 0.3 0.2 0.1
H -1.586681 1.045263 1.894015 -0.5 -0.3 0.2
O 2.386577 -0.029046 -2.994031 -0.2 0.0 0.3
H 3.113477 -0.054734 -3.622294 0.0 0.0 -0.1
H 1.619563 -0.327318 -3.499821 0.2 0.1 -0.4
O 1.436033 -0.779315 -0.214123 -0.3 -0.2 0.2
H 2.065522 -0.200120 0.227227 -0.1 0.2 -0.1
H 1.482901 -0.525751 -1.142290 0.3 0.1 0.0
```
Positions in Å, forces in eV/Å.

Kohn-Sham gap in eV: 9.42
Lowest unoccupied orbital energy in eV: 0.30
Charge: 0
2S+1: 1
Relative energy (zero: lowest compared OMol25 entry of this formula, charge and spin) in kcal per mole: 69.0